{"formula": "C8H4Cl2N2O2", "method": "the ωB97M-V functional and the def2-TZVPD basis", "total_energy_ha": -1487.46524, "e_above_lowest_kcal_mol": 62.7, "e_lumo_ev": [-1.725, -1.725], "orbital_gap_ev": [7.78, 7.77], "e_homo_ev": [-9.500, -9.500], "symbols": ["C", "N", "Cl", "H", "C", "C", "O", "H", "H", "N", "H", "C", "C", "C", "Cl", "C", "C", "O"], "positions_angstrom": [[2.0640, -2.9659, 0.9272], [-0.7278, -2.0230, -2.5575], [-0.1276, -1.0677, 2.3575], [2.4990, -0.5772, 0.0804], [-0.5116, 0.9865, -0.2488], [-1.5011, -0.1711, 0.0725], [1.1945, -2.9095, 0.0087], [-2.5157, 0.3794, 0.4163], [-1.9295, -0.5098, -0.8767], [2.7702, -3.0179, 1.8304], [1.4270, 1.6266, 0.0500], [-0.1544, -1.8388, -1.5909], [-0.9522, -1.3191, 0.8863], [0.6876, -1.6734, -0.4821], [-1.8578, -2.7302, 0.7619], [0.9164, 0.7361, -0.2352], [1.4378, -0.4936, -0.2465], [-1.0180, 2.0652, -0.4682]]}

***

{"formula": "C32H34As2BF6N3O3RuS2", "method": "the ωB97M-V functional and the def2-TZVPD basis", "total_energy_ha": -7616.94199, "e_above_lowest_kcal_mol": 8.1, "e_lumo_ev": [3.740, 3.739], "charge": -2, "orbital_gap_ev": [5.25, 6.12], "e_homo_ev": [-1.512, -2.382], "spin_multiplicity": 5, "symbols": ["C", "H", "H", "F", "N", "F", "C", "H", "C", "H", "N", "H", "C", "H", "H", "O", "C", "C", "H", "H", "C", "H", "H", "C", "H", "H", "H", "H", "C", "C", "C", "C", "H", "H", "Ru", "B", "C", "C", "H", "F", "C", "H", "C", "C", "C", "C", "C", "N", "C", "C", "H", "C", "O", "F", "As", "H", "H", "C", "H", "H", "H", "F", "F", "H", "S", "H", "O", "As", "H", "C", "H", "S", "C", "H", "C", "H", "H", "C", "C", "H", "C", "C", "H", "C"], "positions_angstrom": [[3.9608, 0.1964, -2.3203], [1.8036, -1.1338, 5.1400], [3.5766, -1.2974, 5.0294], [-1.1540, -3.5125, 2.7903], [-1.5053, 7.3615, -0.2421], [-0.0598, -2.4447, 5.9112], [-5.5689, -2.4776, -1.4712], [-1.6677, 0.1177, 3.0732], [2.5000, -1.5074, 1.9311], [-6.6304, -2.5571, -3.3650], [-2.5025, 6.9357, 3.9262], [-5.0117, -3.2801, -3.4128], [-2.1875, -3.1245, 0.2740], [4.6525, 2.5898, -3.5409], [3.3256, -2.1845, 2.1558], [-1.2720, 0.0173, -1.0955], [4.5626, -0.0004, -3.5713], [1.1023, 4.0552, -3.7444], [4.3725, 1.1474, 1.6951], [-1.7328, -3.8494, 0.9342], [-1.5194, -1.9881, -0.1016], [-4.0384, -4.1602, 0.1168], [-3.8602, -0.3844, -1.9560], [1.1137, 0.5783, -0.2264], [-5.6581, -4.6547, -1.3746], [5.8219, -2.0694, -0.5811], [-2.3615, -0.2580, 1.6435], [4.2466, 4.6256, -4.8363], [-6.4155, -1.3167, -0.9309], [-5.6022, -2.4569, -3.0057], [-3.4175, -1.1645, -1.3502], [5.5977, -0.9074, -3.7423], [-2.5869, 1.2396, 2.3106], [6.0324, -1.0353, -4.7275], [-0.0129, 1.6706, 1.4934], [-0.1063, -0.2987, -0.3529], [5.4762, -1.4891, -1.4294], [-1.5011, 6.6492, 0.6670], [3.9922, -0.4584, -0.2824], [-1.1332, -4.4938, 5.0581], [-2.0500, 6.4134, 3.0009], [2.8475, 0.2501, 5.5510], [2.8282, 1.1164, -2.1238], [-3.5002, -3.2743, -0.1884], [1.9410, 0.8352, -1.1480], [2.7324, -0.6190, 4.9056], [2.6017, 2.3159, -2.9532], [-1.9151, 0.4932, 2.1599], [4.3962, 0.7581, 2.7118], [6.0690, -1.6595, -2.6753], [1.9693, 5.6022, -4.9642], [3.6436, 2.9747, -3.6173], [-0.2597, -1.5806, 0.2259], [-2.1817, -2.2863, 4.6569], [2.6634, 0.0047, 3.0939], [4.5748, 1.5819, 3.4004], [-7.4513, -1.4112, -1.2689], [3.4149, 4.1357, -4.3418], [-6.4072, -1.3122, 0.1605], [1.5515, -2.0035, 2.1142], [6.8764, -2.3684, -2.8118], [0.9554, -3.6467, 4.0345], [-0.0971, -1.4705, 3.6569], [0.5015, 2.4161, -2.5123], [-0.4111, 3.8202, 0.3380], [-7.2290, -3.8462, -1.3755], [1.5581, 1.2385, 2.9584], [-0.6284, -2.9913, 4.3609], [4.1954, 0.5535, -4.4253], [-6.2043, -3.7863, -1.0010], [2.5543, -1.1673, 0.8993], [-1.0807, 3.4942, 3.1896], [1.3240, 2.8876, -3.0367], [-5.1953, -1.5261, -3.4016], [-2.1292, -1.0229, -0.8980], [0.1078, 4.4837, -3.7586], [-6.2414, -3.8460, 0.0880], [-1.0524, 4.5056, 1.8041], [2.1439, 4.6859, -4.4141], [-6.0360, -0.3526, -1.2702], [-4.1256, -2.3229, -0.9880], [-1.5161, 5.8186, 1.8230], [5.1810, 0.0077, 2.8076], [4.4486, -0.5790, -1.2568]]}

***

{"formula": "C22H21Cl4F3O", "method": "the ωB97M-V functional and the def2-TZVPD basis", "total_energy_ha": -3066.45297, "e_above_lowest_kcal_mol": 25.3, "e_lumo_ev": 0.284, "orbital_gap_ev": 9.53, "e_homo_ev": -9.249, "symbols": ["H", "C", "C", "H", "H", "H", "C", "H", "F", "C", "H", "H", "O", "C", "H", "H", "Cl", "H", "C", "C", "H", "H", "H", "Cl", "F", "C", "C", "Cl", "C", "Cl", "C", "C", "H", "C", "C", "H", "H", "H", "C", "H", "H", "C", "C", "C", "F", "C", "H", "C", "C", "C", "H"], "positions_angstrom": [[0.5525, -2.4673, 3.0427], [1.6103, 4.1362, -0.9778], [-0.2203, -2.9155, -2.2246], [1.8977, -1.5032, 3.8292], [1.7050, 6.3142, 1.5440], [0.0984, 0.1070, 0.6010], [2.9767, 6.4133, -0.1736], [-5.4004, -4.1707, 1.1368], [0.5845, -4.8297, -1.2234], [-3.9370, -2.4868, 1.0924], [-0.5851, -2.9228, 0.9871], [3.4025, 7.3495, 0.1559], [-0.2832, 0.0243, 3.2990], [2.6265, 4.6673, -1.8105], [2.8281, -3.3793, -0.8614], [2.1132, -1.9527, 2.1616], [-4.3508, 2.4757, -0.9926], [2.9899, 4.1214, -2.6686], [-4.3725, -3.8404, 1.1131], [1.2837, 4.7402, 0.2073], [-1.1583, -3.4508, -2.2314], [-4.6211, -1.7579, 1.5010], [3.0197, -0.9478, -1.3942], [-1.8032, 1.5811, -2.1249], [-3.7904, -6.1582, 0.9234], [3.3308, 5.7797, -1.3917], [-0.1132, -1.5804, -2.6883], [-1.8695, 4.0938, -1.0077], [-3.4201, -4.8324, 1.0569], [-2.0136, 1.8558, 0.7185], [0.7851, -3.5768, -1.6240], [-2.5971, 2.5270, -0.8577], [1.8424, -0.0467, 0.8708], [-2.0959, -4.4525, 0.8512], [1.3542, -1.7400, 2.9145], [-2.3704, -1.0980, 1.0768], [1.2185, 0.1249, -2.6366], [-0.9032, -0.9936, -3.1331], [1.0777, -0.9013, -2.3310], [0.9707, 1.3482, 1.4995], [-1.3138, -5.1634, 0.6290], [0.5914, -0.4425, 2.5787], [2.0088, 5.8701, 0.6076], [1.9507, -2.8624, -1.2211], [1.0467, 2.9509, -1.3094], [2.1273, -1.5225, -1.5936], [4.0728, 6.2244, -2.0383], [-2.6004, -2.1503, 0.9993], [0.9020, 0.2756, 1.3179], [-1.6436, -3.1369, 0.9996], [0.4949, 4.3019, 0.8006]]}

***

{"formula": "C20H25GeN5Ti", "method": "the ωB97M-V functional and the def2-TZVPD basis", "total_energy_ha": -3977.09788, "e_above_lowest_kcal_mol": 0.8, "e_lumo_ev": [-2.513, -2.533], "charge": 1, "orbital_gap_ev": [7.11, 7.09], "e_homo_ev": [-9.627, -9.626], "spin_multiplicity": 2, "symbols": ["C", "H", "H", "H", "C", "H", "C", "C", "N", "H", "C", "H", "C", "H", "H", "C", "H", "H", "H", "H", "C", "C", "N", "Ti", "H", "C", "H", "H", "H", "C", "C", "C", "C", "C", "C", "H", "H", "H", "H", "Ge", "N", "C", "N", "H", "H", "C", "H", "C", "H", "N", "C", "H"], "positions_angstrom": [[1.0447, 0.4255, -2.3316], [0.5361, 3.2628, -0.8207], [1.2505, -1.4087, 2.6741], [-0.2737, 2.2296, 1.9383], [-2.4884, -1.5058, 1.4094], [0.4209, 2.2884, -3.1979], [1.1169, -0.5080, 2.0783], [1.2927, -1.6145, -1.6737], [-3.3260, 1.0332, -0.9226], [-5.7583, -0.5172, -0.5529], [1.4912, -2.8132, -3.7882], [-3.9282, 1.5517, -1.5386], [-2.5113, -0.4249, 0.5331], [1.3990, -2.7510, 0.1509], [-5.7251, -2.4446, 0.9972], [1.4198, -2.7843, -0.9304], [3.1224, 2.8815, 1.3206], [2.2032, 0.6385, 5.3414], [2.6958, 1.4470, 0.3745], [-0.2207, 2.3488, 3.6415], [-3.6704, -0.0788, -0.1579], [0.4354, 2.4320, 2.7750], [1.1144, -0.3001, -1.2463], [0.6283, 0.6251, 0.6719], [-3.6967, -3.0615, 2.2231], [1.5804, -3.9562, -1.6398], [1.7465, -4.9135, -3.5547], [-1.5477, 2.6226, -2.2934], [4.0575, 1.3575, 1.3896], [3.0587, 1.7944, 1.3700], [0.9023, 1.9158, -2.2881], [-4.8581, -0.7875, -0.0188], [-3.6637, -2.2141, 1.5523], [-4.8274, -1.8599, 0.8497], [2.8436, 1.0587, 4.5685], [1.1583, 0.0453, -4.4013], [-1.5817, -1.7517, 1.9468], [1.9039, 2.3515, -2.2491], [1.6858, -4.8912, -1.1072], [1.9266, 1.1030, 2.8629], [-1.4929, 0.4607, 0.1790], [-2.0216, 1.2949, -0.6771], [1.1649, -0.3097, -3.4607], [3.1295, 2.0686, 4.8609], [3.7420, 0.4489, 4.4926], [1.3288, -1.6359, -3.0667], [-1.6087, 3.3616, -0.7004], [-1.2817, 2.4703, -1.2423], [0.7635, 3.4638, 2.6468], [0.1811, 2.3491, -1.0748], [1.6158, -3.9692, -3.0443], [1.5217, -2.8289, -4.8688]]}

***

{"formula": "C40H42N2OP2SSiTeTi", "method": "the ωB97M-V functional and the def2-TZVPD basis", "total_energy_ha": -4222.09513, "e_lumo_ev": [2.287, 2.282], "charge": -1, "orbital_gap_ev": [3.85, 6.37], "e_homo_ev": [-1.559, -4.087], "spin_multiplicity": 4, "symbols": ["H", "H", "C", "H", "P", "O", "C", "C", "H", "C", "H", "N", "H", "H", "C", "H", "C", "H", "C", "H", "C", "H", "H", "H", "C", "H", "C", "C", "C", "C", "H", "H", "H", "H", "C", "C", "C", "P", "C", "C", "H", "H", "H", "H", "H", "H", "C", "C", "H", "H", "H", "C", "C", "H", "H", "C", "H", "Te", "H", "C", "C", "H", "C", "C", "Si", "C", "S", "C", "C", "C", "H", "H", "H", "C", "C", "N", "C", "C", "H", "H", "H", "H", "C", "C", "C", "C", "H", "H", "C", "H", "Ti"], "positions_angstrom": [[-0.6622, 3.3536, -0.6350], [-4.5611, 1.6090, 2.2228], [3.0514, -1.6099, -3.2700], [-2.6266, 8.0484, -1.7769], [0.0381, -2.6567, -0.7633], [1.0366, 0.9652, -0.6586], [-0.6387, -2.4349, 4.5286], [-0.6919, -6.5056, -2.0355], [3.8468, 1.0515, 3.1167], [-0.8529, 3.7565, -1.6315], [-0.3954, 9.1066, -1.7963], [1.3405, 1.2348, -1.9596], [2.7871, -3.2517, 0.2194], [0.7112, -5.5708, -0.7117], [-0.9346, -2.5423, 3.1722], [-0.7963, 1.0019, 3.8571], [-1.6830, -3.9511, -2.4800], [5.1753, -1.6870, -2.9755], [2.5527, 1.8786, -2.2014], [2.2756, 2.2688, -5.5534], [-2.1349, -3.1456, 2.7947], [-1.2694, -2.8429, 6.5351], [0.0265, 1.2171, -5.0281], [0.2752, -1.9440, 4.8387], [1.6902, -1.5271, 2.6744], [-3.8904, 5.8342, -2.4172], [2.0257, 1.9718, -4.5444], [2.8640, -2.8184, -0.7713], [-1.8438, 0.9038, 3.5509], [-0.7192, 5.2505, -1.6705], [-2.3381, 3.7077, 0.8295], [-3.9323, -4.1135, 3.4390], [-2.1752, -7.1598, -3.4440], [1.6382, 0.5402, 2.1136], [1.7067, -2.5007, -1.4750], [0.6585, 7.2335, -1.7289], [3.6902, -2.2616, 3.7997], [0.0979, -1.8113, 1.8530], [0.7579, 1.3863, -4.2503], [-1.7345, 7.4323, -1.7461], [4.2765, -3.0535, 4.2500], [1.4194, 5.2224, -1.6851], [5.0069, -2.7785, -0.7636], [-2.1491, -0.1290, 3.7467], [0.0575, -4.1123, 1.1567], [2.0489, -3.5511, 3.2935], [-2.6944, -3.5500, 5.0984], [4.1932, -0.9675, 3.7563], [-2.3944, -3.2021, 1.7424], [-3.0446, -4.8828, -3.8519], [1.6410, 7.6889, -1.7511], [-1.8653, 6.0458, -1.7054], [-1.7430, -6.3131, -2.9258], [-4.2216, 0.0076, 1.5472], [3.1648, 2.0208, -1.3251], [3.4507, 0.0455, 3.1666], [3.8525, 2.7095, -3.6389], [-2.8607, 3.2889, -2.2028], [-3.6710, 5.4421, -0.7086], [0.4144, 1.0364, -2.9721], [4.1083, -2.5414, -1.3204], [-0.1686, 3.2883, -2.3314], [-1.9540, 3.2659, 1.7529], [2.8965, 2.2280, -3.4762], [-2.0942, 1.3566, 1.7012], [2.4430, -2.5410, 3.2630], [-1.1167, 0.3267, -2.5209], [-3.0036, -3.6504, 3.7485], [2.2079, -0.2337, 2.6180], [-3.9746, 1.0717, 1.4682], [0.9083, -1.6127, -3.2621], [-3.3762, -3.9371, 5.8445], [-2.5297, 3.6768, 2.5904], [4.2035, -1.9316, -2.5650], [-0.4819, 8.0276, -1.7567], [0.3264, -3.1881, 0.8466], [-1.5111, -2.9368, 5.4838], [1.8087, -1.8988, -2.7293], [-4.2926, 1.4172, 0.4814], [-0.3031, -7.5021, -1.8654], [-2.4430, 1.5528, 4.2007], [3.1136, -1.0937, -4.2201], [-0.6313, -4.1377, -1.5880], [-3.2143, 5.3737, -1.6973], [0.5370, 5.8530, -1.6883], [-2.2321, -5.0365, -3.1533], [5.1681, -0.7509, 4.1746], [-2.0574, -2.9464, -2.6457], [-0.1321, -5.4226, -1.3781], [-0.9142, 3.5854, 1.8730], [-0.5384, -0.0477, -0.0967]]}

***

{"formula": "C8H18F5NO5RuSe2Te", "method": "the ωB97M-V functional and the def2-TZVPD basis", "total_energy_ha": -6411.69994, "e_above_lowest_kcal_mol": 28.6, "e_lumo_ev": [2.246, 1.009], "charge": -1, "orbital_gap_ev": [7.41, 6.79], "e_homo_ev": [-5.165, -5.785], "spin_multiplicity": 6, "symbols": ["Se", "F", "H", "H", "Se", "H", "H", "Te", "F", "H", "H", "C", "C", "O", "C", "H", "N", "C", "H", "H", "C", "F", "H", "F", "O", "H", "Ru", "H", "H", "H", "C", "H", "O", "H", "F", "C", "C", "H", "O", "H", "O"], "positions_angstrom": [[-1.3173, 0.6643, 0.6277], [-2.7302, 0.6302, -2.8108], [-1.0013, 1.3148, 2.9728], [1.9098, 3.4623, 3.6735], [2.1249, -0.2957, 1.4170], [0.6489, 3.9355, 0.8855], [2.6926, -1.0675, -2.2239], [-1.4183, -0.6374, -3.5563], [-2.8559, -1.9491, -3.2007], [-3.4968, -2.6789, -1.3485], [1.4338, 0.9137, 3.4957], [-0.7407, 1.8164, 2.0819], [2.6110, -2.1033, -1.8345], [-1.0959, -2.7227, 0.5785], [0.8765, 3.2379, 3.4354], [3.5629, -2.4216, -1.2857], [-0.8586, -3.6067, -1.4336], [0.7255, 2.2828, 2.1842], [-1.3558, 2.6699, 1.9009], [0.3870, 2.7508, 4.2536], [-3.1285, -3.3614, -0.5742], [0.0982, -1.8778, -3.7068], [-0.1029, 4.9151, 3.9235], [-2.1359, -0.7636, -5.5467], [1.5884, -2.1463, -0.8024], [-3.5284, -3.0099, 0.3735], [0.2975, -0.8253, -0.1277], [0.0248, -3.1539, -1.5026], [2.6063, 1.8069, 2.7179], [2.8698, 2.2073, 0.2709], [-1.6565, -3.2748, -0.4106], [-1.2410, -3.9137, -2.3291], [2.5305, 3.0603, 0.6283], [0.5260, 2.5358, 0.0249], [-0.1385, 0.7710, -4.0516], [1.7322, 1.2416, 2.5018], [1.1048, 2.9442, 0.8652], [2.3414, -2.7108, -2.6870], [-0.6917, -0.6885, -1.7439], [-3.4165, -4.3923, -0.7911], [0.2179, 4.4405, 3.1551]]}